{"formula": "C22H30N6O2STi", "method": "wB97M-V/def2-TZVPD", "elements": ["Ti", "S", "O", "O", "N", "N", "N", "N", "N", "N", "C", "C", "C", "C", "C", "C", "C", "C", "C", "C", "C", "C", "C", "C", "C", "C", "C", "C", "C", "C", "C", "C", "H", "H", "H", "H", "H", "H", "H", "H", "H", "H", "H", "H", "H", "H", "H", "H", "H", "H", "H", "H", "H", "H", "H", "H", "H", "H", "H", "H", "H", "H"], "xyz": [[0.08637, 0.02128, -0.09657], [-1.40068, 2.40802, -2.15115], [1.25300, -1.30988, 0.24631], [0.56685, 0.26965, -1.76795], [-2.29898, 1.69690, 0.50943], [-2.85499, 2.89238, 0.00965], [-0.80293, -0.04155, 2.64698], [-1.42827, -1.17220, -0.29257], [-3.49419, 4.01971, -1.89490], [1.19541, 1.38133, 0.65591], [3.20014, 0.10672, 0.01815], [-0.54922, -1.49211, 2.65753], [3.28026, -2.28561, -0.46107], [-0.27239, -2.21740, -4.96137], [-2.62165, 3.14200, -1.32557], [1.02406, -0.46176, -3.95631], [-1.96145, 0.22806, 3.49616], [-0.72884, -1.55677, -2.65476], [5.27998, -0.97284, -0.66714], [2.55106, -1.16309, -0.08932], [0.36647, 0.67390, 3.19766], [0.74850, -1.26427, -5.04298], [2.53384, 1.27157, 0.47620], [-1.62772, -2.32859, 1.94937], [-0.98332, -2.35541, -3.79730], [-2.31805, -1.66322, 0.74813], [0.30373, -0.57255, -2.76515], [4.58279, 0.14810, -0.27951], [0.40825, 2.17255, 2.88592], [-1.51906, -1.77756, -1.49528], [0.70575, 2.52401, 1.39649], [4.63174, -2.20407, -0.76107], [0.39227, 0.54997, 4.29116], [-2.92552, -0.83597, 1.12875], [-2.13006, 1.30192, 3.58915], [1.80930, 0.28309, -3.99940], [-3.21327, 4.33544, -2.80832], [-2.40982, 1.66505, 1.51244], [-3.01775, -2.39329, 0.32969], [-0.50011, -2.84295, -5.81469], [5.17566, -3.09262, -1.05320], [1.43937, 3.33512, 1.37077], [-2.86278, -0.23109, 3.09034], [-1.80572, -0.17217, 4.50810], [2.75053, -3.23011, -0.50259], [-1.15246, -3.25321, 1.61716], [-0.19761, 2.89183, 0.91365], [0.39795, -1.66464, 2.16288], [1.26594, 0.21311, 2.79231], [-2.30160, -2.52796, -1.60351], [-1.76507, -3.10384, -3.72797], [5.09277, 1.10159, -0.19849], [6.33563, -0.89983, -0.89724], [1.31840, -1.15533, -5.95638], [-3.80660, 3.08049, 0.29673], [-2.42045, -2.60101, 2.65187], [-3.95373, 4.70694, -1.31531], [-0.52392, 2.65442, 3.19099], [1.19610, 2.58992, 3.51658], [-0.45239, -1.85123, 3.69473], [-2.74141, 0.89142, 0.07517], [3.14990, 2.13766, 0.71071]], "e_above_lowest_ev": 2.214, "s_squared": 2.06, "multiplicity": 3}


{"formula": "C3H2N4O", "method": "wB97M-V/def2-TZVPD", "elements": ["O", "N", "N", "N", "N", "C", "C", "C", "H", "H"], "xyz": [[-2.75632, -0.41196, -0.21961], [0.03662, -1.09429, 0.07824], [1.40772, -1.27458, 0.17950], [1.50468, 1.10575, -0.14337], [0.26121, 1.20759, 0.08268], [-0.40349, 0.09890, -0.06443], [2.02152, -0.10050, -0.09664], [-1.82438, 0.39985, 0.10627], [-2.23923, 1.55233, 0.99171], [3.05623, -0.25741, -0.28546]], "e_above_lowest_ev": 3.576}


{"formula": "C3H3NO2S2", "method": "wB97M-V/def2-TZVPD", "elements": ["S", "S", "O", "O", "N", "C", "C", "C", "H", "H", "H"], "xyz": [[-1.01586, -0.46318, -2.11087], [-0.59429, 1.07793, 1.98025], [-1.17912, -1.49996, 0.20471], [2.96715, -0.36920, 0.10014], [1.07759, 0.94743, -0.16286], [1.99902, 0.23378, 0.08997], [-0.22329, 0.86530, 0.18284], [-0.85469, -0.46179, -0.29870], [0.01060, -0.06328, 2.41737], [-0.77873, 1.61989, -0.36625], [-1.40837, -1.88692, -2.03660]], "e_above_lowest_ev": 0.837, "smiles": "O=C=N[C@H](S)C(=O)S"}


{"formula": "C6H11BrN", "method": "wB97M-V/def2-TZVPD", "elements": ["Br", "N", "C", "C", "C", "C", "C", "C", "H", "H", "H", "H", "H", "H", "H", "H", "H", "H", "H"], "xyz": [[-4.08024, -0.27565, -0.06340], [0.95261, -0.14239, 0.32178], [-1.99089, 1.48064, -0.02208], [1.21372, -1.38463, -0.27507], [-2.33506, 0.06805, 0.16137], [-0.54248, 1.75445, 0.53091], [0.30282, -2.49194, 0.41330], [0.60983, 1.05999, -0.29054], [-0.30807, 2.90865, 0.54703], [0.49391, 0.79222, -1.42287], [0.84239, -2.87265, 1.34760], [1.04897, -1.24800, -1.43202], [-0.59899, -1.87857, 0.77975], [-1.93513, 1.64372, -1.18020], [-2.52666, 2.30384, 0.50590], [0.24236, -3.21782, -0.30105], [2.30206, -1.52044, 0.14591], [-0.36460, 1.42226, 1.59183], [1.43472, 1.82460, -0.21746]], "e_above_lowest_ev": 7.764, "total_charge": 1}